No. 1
C36H30F4GeMgN7OP | ωB97M-V/def2-TZVPD

Each line ends with the Löwdin charge.
Geometry (Å):
1 Ge -0.5208 -1.6697 2.1818  1.023
2 P 3.1100 0.5072 -1.7731  0.775
3 Mg 1.1783 0.0987 -0.1176  0.566
4 F -1.0521 2.1138 -3.1952  0.117
5 F -1.6704 2.9994 -5.5782  0.169
6 F -5.8292 4.5910 -3.9020  0.182
7 F -5.1957 3.7056 -1.5145  0.158
8 O 2.0306 0.8032 1.4539  -0.119
9 N -6.3128 5.5224 -6.7410  0.262
10 N -0.6225 1.1128 -0.4535  0.198
11 N 1.1255 2.2730 2.9259  0.231
12 N 3.2984 1.5486 3.1549  0.059
13 N 2.3458 -3.6128 -4.3474  0.210
14 N -2.5768 4.1322 -8.1884  0.254
15 N -4.1417 2.5825 1.1934  0.219
16 C -3.2558 4.1875 -7.2641  -0.133
17 C 1.6322 -2.5229 0.2774  -0.106
18 C -4.1175 4.3149 -6.1240  -0.080
19 C -2.2279 2.7223 -3.3803  -0.129
20 C 2.2137 -1.6429 5.3661  -0.075
21 C 3.5346 2.3002 4.3800  -0.038
22 C 0.0034 -2.4924 -1.9792  0.008
23 C 1.2880 -1.2710 4.3999  -0.127
24 C -4.7898 -3.6505 2.0092  -0.061
25 C 3.6238 2.2453 -1.6150  -0.251
26 C -4.6609 -2.3073 2.3298  -0.068
27 C -3.6016 2.5376 0.1803  -0.173
28 C 2.1318 -2.9757 -0.9383  -0.020
29 C -0.4958 -2.0789 -0.7535  -0.107
30 C -2.7840 2.3998 -0.9910  -0.113
31 C 1.8648 -3.3411 -3.3407  -0.168
32 C 2.9380 0.2515 -3.5612  -0.235
33 C 1.3213 -2.9442 -2.0682  -0.214
34 C -5.3501 4.9824 -6.4241  -0.132
35 C 2.1031 -3.9163 4.5913  -0.061
36 C -4.3461 3.5404 -2.5135  -0.132
37 C 2.1470 1.5208 2.4904  -0.577
38 C -4.6725 3.9952 -3.7371  -0.119
39 C 2.6238 -2.9650 5.4587  -0.061
40 C -2.2639 -2.4840 2.1088  -0.331
41 C -1.5821 1.6991 -0.6901  -0.071
42 C -3.1000 2.8652 -2.2449  0.006
43 C -3.6627 -4.4150 1.7353  -0.065
44 C 0.7619 -2.2158 3.5193  -0.318
45 C 0.3074 -2.0714 0.4014  -0.354
46 C 1.1759 -3.5441 3.6287  -0.106
47 C -3.7929 3.8520 -4.8868  0.001
48 C -3.4013 -1.7246 2.3803  -0.117
49 C 4.6051 -0.4244 -1.3213  -0.239
50 C -2.4046 -3.8341 1.7827  -0.110
51 C -2.5372 3.1750 -4.6055  -0.122
52 H 4.7493 -0.4170 -0.2409  0.048
53 H 2.6831 -0.7843 -3.7810  0.023
54 H 4.5174 -1.4567 -1.6566  0.040
55 H 2.9125 1.9329 5.1982  0.092
56 H -5.7707 -4.1057 1.9751  0.114
57 H 0.7700 -4.3037 2.9689  0.105
58 H -0.6234 -2.4935 -2.8612  0.137
59 H 0.2256 2.1564 2.4933  0.107
60 H 0.9523 -0.2399 4.3527  0.081
61 H 4.4928 2.4463 -2.2427  0.063
62 H 2.1477 0.8934 -3.9513  0.051
63 H -3.7653 -5.4636 1.4896  0.113
64 H -5.5392 -1.7138 2.5463  0.113
65 H -1.5348 -1.7769 -0.6810  0.119
66 H 2.8121 2.9077 -1.9166  0.051
67 H 1.1690 2.7778 3.7945  0.116
68 H -0.6783 -0.1326 2.2629  0.007
69 H 3.8792 2.4618 -0.5773  0.046
70 H -3.3136 -0.6753 2.6404  0.090
71 H 3.3544 3.3641 4.2240  0.099
72 H 5.4793 0.0187 -1.8000  0.065
73 H 3.3384 -3.2589 6.2158  0.115
74 H 4.0075 0.9218 2.8137  0.157
75 H -1.5346 -4.4449 1.5643  0.101
76 H 2.4114 -4.9501 4.6731  0.115
77 H 4.5753 2.1781 4.6627  0.101
78 H 3.1403 -3.3602 -1.0109  0.133
79 H 2.6018 -0.9080 6.0603  0.105
80 H 3.8719 0.4947 -4.0696  0.068
81 H 2.2728 -2.5448 1.1532  0.120

Frontier orbital gap (alpha / beta): 0.2114 / 0.2114 Eh
Charge: +2
E_HOMO (alpha / beta): -0.5059 / -0.5059 hartree

---

No. 2
C36H30F6 | ωB97M-V/def2-TZVPD

Each line ends with the Löwdin charge.
Geometry (Å):
1 F 17.6770 -5.1813 -1.9761  0.077
2 F 17.7455 -6.4170 8.9105  0.054
3 F 22.1517 4.9923 0.2220  0.059
4 F 12.8974 -1.9240 -0.6418  0.045
5 F 15.7724 -3.6835 2.4400  0.053
6 F 21.3658 -0.8458 -2.9021  0.051
7 C 16.6746 -3.3154 -4.9137  -0.089
8 C 23.2952 3.1912 -0.6880  -0.020
9 C 15.7593 -3.8953 -2.3722  -0.016
10 C 17.4581 -1.4906 0.1095  -0.070
11 C 14.9731 -3.1160 -3.2157  -0.074
12 C 16.9763 -4.3945 -2.7930  -0.296
13 C 16.3861 -5.5944 5.6883  -0.095
14 C 16.4575 -2.2028 0.7616  -0.016
15 C 10.5436 0.8522 -0.6119  -0.077
16 C 22.1915 3.6712 -0.0194  -0.292
17 C 9.9332 -0.7216 -2.3220  -0.086
18 C 20.2071 1.2042 -3.0317  -0.023
19 C 21.1241 2.8559 0.3231  -0.011
20 C 11.6279 0.0373 -0.2983  -0.027
21 C 20.2002 -0.1780 -3.0434  -0.282
22 C 11.8522 -1.1374 -0.9661  -0.285
23 C 17.1077 -6.5293 7.7304  -0.285
24 C 19.0969 -2.4698 1.5813  -0.072
25 C 19.0025 1.9079 -3.0959  -0.067
26 C 16.4675 -7.7221 7.4349  -0.020
27 C 17.8643 -0.1899 -3.4241  -0.090
28 C 18.0848 -3.1470 2.2693  -0.015
29 C 11.0167 -1.5330 -2.0188  -0.015
30 C 23.4660 1.8203 -0.8286  -0.071
31 C 18.7723 -1.6741 0.4882  -0.098
32 C 17.8339 1.1947 -3.3239  -0.094
33 C 15.4351 -2.8428 -4.4952  -0.109
34 C 19.0274 -0.9016 -3.1688  -0.012
35 C 9.6432 0.4163 -1.5747  -0.092
36 C 15.8418 -7.8664 6.1999  -0.080
37 C 21.2477 1.4860 0.1118  -0.088
38 C 22.4142 0.9880 -0.4511  -0.115
39 C 17.0544 -5.4286 6.8848  -0.013
40 C 17.4082 -4.1655 -4.0899  -0.028
41 C 16.7821 -3.0489 1.8171  -0.278
42 C 15.8473 -6.8060 5.2956  -0.092
43 H 14.0456 -2.7225 -2.8268  0.087
44 H 24.0632 3.8729 -1.0316  0.117
45 H 21.1182 1.7718 -2.9005  0.111
46 H 18.4103 -3.8062 3.0641  0.111
47 H 20.2461 3.2967 0.7764  0.118
48 H 15.4213 -8.8261 5.9323  0.102
49 H 17.0774 -3.1371 -5.9010  0.108
50 H 16.8610 1.6574 -3.4363  0.102
51 H 19.0535 -1.9801 -3.2491  0.108
52 H 14.8907 -2.1560 -5.1324  0.104
53 H 16.3523 -4.7809 4.9712  0.093
54 H 17.2066 -0.8568 -0.7301  0.095
55 H 17.4730 -4.4989 7.2433  0.117
56 H 12.2854 0.2595 0.5363  0.120
57 H 8.7820 1.0498 -1.7422  0.101
58 H 19.0395 2.9842 -3.0087  0.106
59 H 16.4683 -8.5562 8.1224  0.114
60 H 20.3913 0.8848 0.3813  0.091
61 H 15.3935 -6.8662 4.3163  0.102
62 H 9.2325 -1.1430 -3.0329  0.105
63 H 19.6336 -1.2352 -0.0019  0.084
64 H 15.4405 -2.1359 0.3974  0.103
65 H 18.3992 -4.5301 -4.3355  0.120
66 H 20.1051 -2.5670 1.9568  0.105
67 H 16.9172 -0.6692 -3.6349  0.090
68 H 24.3190 1.2987 -1.2379  0.107
69 H 15.3396 -4.1120 -1.3973  0.114
70 H 11.2293 -2.4246 -2.5914  0.112
71 H 22.4435 -0.0821 -0.6128  0.098
72 H 10.3746 1.7430 -0.0250  0.105

Structure (SMILES): Fc1ccccc1.Fc1ccccc1.Fc1ccccc1.Fc1ccccc1.Fc1ccccc1.Fc1ccccc1
Frontier orbital gap: 0.3600 Eh
Charge: 0
E_HOMO: -0.3378 hartree